{
  "formula": "C7H10O3",
  "method": "ωB97M-V/def2-TZVPD",
  "e_homo_ev": -9.891,
  "mol_weight_g_mol": 142.15,
  "spin_multiplicity": 1,
  "smiles": "C[C@@]12C[C@H]3C(=O)O[C@@H]1[C@H]32.O",
  "elements": ["H", "O", "H", "H", "C", "C", "C", "C", "C", "O", "H", "C", "H", "H", "H", "O", "H", "H", "H", "C"],
  "xyz": [[0.5946, -0.9522, 1.8433], [-1.5012, -0.1071, -0.5293], [-0.6406, -2.0136, -0.3023], [0.7626, 1.4638, -1.5011], [-1.2449, 1.2515, 0.1848], [1.0235, -0.5307, -0.4890], [0.3961, -0.4284, 0.9093], [2.0669, -1.4719, -1.0106], [0.1672, 1.0785, 0.6864], [-1.8093, 2.2528, -0.1743], [-2.9384, -0.1804, 0.7367], [-0.3962, -0.9541, -0.2384], [0.4382, 1.7955, 1.4643], [3.0632, -1.1833, -0.6465], [1.8690, -2.5020, -0.6835], [-3.1840, 0.5600, 1.5310], [2.0850, -1.4582, -2.1104], [2.1033, 1.3458, -0.3153], [-3.9531, 1.0447, 1.2120], [1.0980, 0.9894, -0.5672]],
  "nbo_charge": [0.23, -0.58, 0.22, 0.22, 0.85, -0.04, -0.25, -0.61, -0.35, -0.53, 0.50, 0.07, 0.25, 0.21, 0.22, -0.97, 0.22, 0.22, 0.48, -0.36]
}